Entry 1:
{"formula": "C8H15N2", "method": "wB97M-V/def2-TZVPD", "e_lumo_ev": -2.94, "total_energy_ev": -11510.7812, "largest_force_ev_per_a": 5.5, "spin_multiplicity": 1, "de_lowest_kcal_mol": 50.8, "smiles": "N[C@]12C[C@@H]3C[C@@]1([NH3+])C[C@@H]3C2", "charge": 1, "species": ["N", "C", "C", "C", "C", "C", "N", "C", "C", "C", "H", "H", "H", "H", "H", "H", "H", "H", "H", "H", "H", "H", "H", "H", "H"], "coordinates": [[-1.086, 0.072, -1.889], [-0.442, -0.432, -0.765], [-1.390, -0.994, 0.522], [-0.337, -0.666, 1.534], [-0.226, 0.877, 1.569], [0.226, 0.827, 0.069], [0.191, 1.948, -0.946], [1.605, 0.324, 0.323], [1.088, -1.016, 0.809], [0.663, -1.534, -0.577], [-2.070, -0.167, -2.001], [-0.734, -0.316, -2.747], [-1.739, -1.992, 0.267], [-2.301, -0.399, 0.785], [-0.467, -0.988, 2.650], [-1.172, 1.337, 1.640], [0.493, 1.476, 2.154], [-0.012, 2.828, -0.477], [-0.602, 1.582, -1.445], [1.025, 2.119, -1.500], [2.112, 0.791, 1.100], [2.136, 0.166, -0.518], [1.567, -1.760, 1.454], [1.407, -1.618, -1.254], [0.066, -2.466, -0.757]]}

Entry 2:
{"formula": "C8H15N2", "method": "wB97M-V/def2-TZVPD", "e_lumo_ev": -3.94, "total_energy_ev": -11509.3585, "largest_force_ev_per_a": 4.9, "spin_multiplicity": 1, "de_lowest_kcal_mol": 83.6, "charge": 1, "species": ["C", "C", "C", "C", "C", "C", "C", "C", "N", "N", "H", "H", "H", "H", "H", "H", "H", "H", "H", "H", "H", "H", "H", "H", "H"], "coordinates": [[-0.722, 0.822, 0.611], [-2.993, 1.204, -0.051], [0.677, 1.036, 0.328], [0.807, -0.267, -0.586], [-0.406, -1.008, -0.001], [1.356, 2.316, -0.090], [2.303, -0.985, -0.417], [-0.375, -1.850, 1.169], [-1.803, 1.263, 0.299], [-1.269, -1.447, -0.885], [-3.746, 1.641, 0.693], [-3.406, 1.052, -1.135], [1.281, 0.616, 1.199], [0.627, 0.073, -1.557], [2.262, 2.022, -0.629], [1.742, 2.951, 0.720], [0.815, 2.938, -0.810], [2.604, -0.745, 0.610], [2.880, -0.295, -1.121], [2.374, -1.994, -0.727], [-1.277, -1.764, 1.844], [0.446, -1.794, 1.856], [-0.528, -2.893, 0.960], [-2.134, -1.937, -0.501], [-1.514, -0.956, -1.778]]}

Entry 3:
{"formula": "C8H15N2O4P", "method": "wB97M-V/def2-TZVPD", "e_lumo_ev": 0.79, "total_energy_ev": -28999.7268, "largest_force_ev_per_a": 3.6, "spin_multiplicity": 1, "de_lowest_kcal_mol": 0.0, "smiles": "COP(=O)(OC)c1c(C(C)C)noc1N", "charge": 0, "species": ["C", "O", "P", "O", "O", "C", "C", "C", "C", "C", "C", "N", "O", "C", "N", "H", "H", "H", "H", "H", "H", "H", "H", "H", "H", "H", "H", "H", "H", "H"], "coordinates": [[-1.780, -2.473, -1.372], [-1.169, -1.203, -1.244], [-1.492, -0.261, 0.034], [-2.730, -0.673, 0.720], [-1.521, 1.201, -0.621], [-2.667, 1.556, -1.377], [-0.074, -0.179, 1.085], [1.342, 0.421, 0.954], [1.909, 1.018, -0.278], [2.217, -0.104, -1.278], [3.161, 1.834, 0.029], [1.946, 0.285, 2.082], [1.107, -0.332, 2.981], [-0.072, -0.597, 2.388], [-1.023, -1.260, 3.078], [-2.220, -2.539, -2.370], [-2.561, -2.594, -0.617], [-1.023, -3.254, -1.254], [-2.626, 1.104, -2.372], [-2.665, 2.642, -1.465], [-3.577, 1.224, -0.871], [1.136, 1.660, -0.713], [3.008, -0.743, -0.892], [2.543, 0.324, -2.222], [1.329, -0.705, -1.456], [3.899, 1.209, 0.523], [2.927, 2.666, 0.687], [3.585, 2.224, -0.894], [-1.937, -1.223, 2.649], [-0.971, -1.227, 4.083]]}

Entry 4:
{"formula": "C8H15N3", "method": "wB97M-V/def2-TZVPD", "e_lumo_ev": [0.84, 0.85], "total_energy_ev": -13002.3390, "largest_force_ev_per_a": 5.4, "spin_multiplicity": 1, "de_lowest_kcal_mol": 174.6, "charge": 0, "species": ["C", "C", "C", "C", "C", "C", "C", "C", "N", "N", "N", "H", "H", "H", "H", "H", "H", "H", "H", "H", "H", "H", "H", "H", "H", "H"], "coordinates": [[-2.426, 0.238, -1.724], [-2.189, 1.487, -1.287], [-0.996, 0.104, -0.070], [2.804, -1.152, 1.739], [2.122, -0.287, -0.369], [-1.410, -2.044, -0.954], [-1.136, 2.573, 0.687], [1.642, -0.285, 1.158], [0.507, -1.105, 1.234], [-1.712, -0.594, -0.912], [-1.301, 1.423, -0.227], [-3.085, -0.194, -2.470], [-2.635, 2.487, -1.646], [3.648, -0.605, 1.524], [2.600, -1.055, 2.867], [2.748, -2.261, 1.448], [2.686, 0.520, -0.720], [1.309, -0.120, -1.050], [2.656, -1.204, -0.745], [-2.266, -2.472, -0.507], [-1.248, -2.371, -1.891], [-0.531, -2.203, -0.471], [-1.151, 3.455, 0.177], [-1.937, 2.588, 1.515], [-0.036, 2.392, 1.086], [1.338, 0.686, 1.608]]}

Entry 5:
{"formula": "C8H15N3O", "method": "wB97M-V/def2-TZVPD", "e_lumo_ev": 0.80, "total_energy_ev": -15055.2290, "largest_force_ev_per_a": 4.4, "spin_multiplicity": 1, "de_lowest_kcal_mol": 27.1, "smiles": "CC(C)[C@@H]1N=CNC(=O)N[C@H]1C", "charge": 0, "species": ["C", "C", "C", "C", "N", "C", "N", "C", "O", "N", "C", "C", "H", "H", "H", "H", "H", "H", "H", "H", "H", "H", "H", "H", "H", "H", "H"], "coordinates": [[-2.030, -1.239, 1.180], [-1.657, -0.107, -0.048], [-2.339, -0.633, -1.307], [-0.173, -0.020, -0.353], [0.324, -1.455, -0.340], [1.456, -1.926, -0.409], [2.631, -1.197, -0.360], [2.921, 0.179, -0.104], [4.046, 0.627, -0.290], [1.929, 0.941, 0.423], [0.524, 1.082, 0.661], [0.226, 2.548, 0.331], [-1.909, -0.749, 2.097], [-3.009, -1.506, 1.130], [-1.494, -2.162, 1.082], [-1.975, 0.871, 0.389], [-2.517, -1.692, -1.282], [-3.186, -0.099, -1.407], [-1.773, -0.273, -2.281], [-0.138, 0.449, -1.398], [1.559, -2.944, -0.685], [3.399, -1.814, -0.445], [2.381, 1.825, 0.759], [0.215, 0.727, 1.764], [0.689, 2.840, -0.534], [0.720, 3.048, 1.163], [-0.817, 2.680, 0.266]]}

Entry 6:
{"formula": "C8H15N3O5", "method": "wB97M-V/def2-TZVPD", "e_lumo_ev": 0.68, "total_energy_ev": -23247.1693, "largest_force_ev_per_a": 5.5, "spin_multiplicity": 1, "de_lowest_kcal_mol": 34.5, "smiles": "C[C@@H](O)[C@H](NC(=O)[C@@H](N)CC(N)=O)C(=O)O", "charge": 0, "species": ["C", "C", "O", "C", "N", "C", "O", "C", "N", "C", "C", "N", "O", "C", "O", "O", "H", "H", "H", "H", "H", "H", "H", "H", "H", "H", "H", "H", "H", "H", "H"], "coordinates": [[1.914, 2.593, 0.293], [2.425, 1.181, -0.011], [3.209, 0.703, 1.037], [1.367, 0.126, -0.280], [0.612, -0.190, 0.847], [-0.465, -0.949, 0.996], [-0.908, -1.497, 2.034], [-1.213, -1.339, -0.257], [-1.492, -2.800, -0.047], [-2.590, -0.531, -0.435], [-2.439, 1.022, -0.539], [-3.546, 1.707, -0.022], [-1.384, 1.604, -0.761], [2.128, -1.185, -0.637], [3.169, -1.202, -1.281], [1.650, -2.345, -0.259], [1.166, 2.663, 1.121], [2.871, 3.159, 0.609], [1.513, 3.048, -0.613], [3.056, 1.232, -0.949], [4.125, 1.060, 0.920], [0.628, 0.387, -1.034], [0.992, -0.091, 1.815], [-0.620, -1.143, -1.233], [-1.965, -2.972, 0.874], [-2.042, -3.297, -0.756], [-3.255, -0.785, 0.444], [-3.093, -0.994, -1.344], [-3.632, 2.659, 0.231], [-4.402, 1.219, -0.057], [2.221, -3.043, -0.707]]}

Entry 7:
{"formula": "C8H15NO", "method": "wB97M-V/def2-TZVPD", "e_lumo_ev": [0.63, 0.63], "total_energy_ev": -12071.3261, "largest_force_ev_per_a": 5.6, "spin_multiplicity": 1, "de_lowest_kcal_mol": 143.1, "charge": 0, "species": ["C", "C", "C", "C", "C", "C", "C", "C", "N", "O", "H", "H", "H", "H", "H", "H", "H", "H", "H", "H", "H", "H", "H", "H", "H"], "coordinates": [[0.286, 0.348, 1.402], [0.619, -0.120, -0.737], [-0.609, -0.662, -0.810], [0.550, -1.613, -0.758], [-0.508, -0.647, 2.206], [-0.356, 1.707, 1.317], [1.742, 0.373, 1.784], [-0.608, -0.496, -3.075], [-1.428, 0.418, -3.653], [-0.010, -1.327, -3.723], [1.198, 0.711, -1.099], [-1.640, -0.541, -0.530], [-1.581, 0.412, -4.658], [-1.911, 1.106, -3.104], [0.782, -2.162, 0.149], [0.803, -2.145, -1.670], [-0.490, -0.384, 3.275], [-0.088, -1.653, 2.140], [-1.557, -0.683, 1.908], [-1.388, 1.642, 0.965], [0.203, 2.378, 0.662], [-0.387, 2.192, 2.304], [2.308, 1.096, 1.193], [2.205, -0.610, 1.673], [1.867, 0.660, 2.839]]}

Entry 8:
{"formula": "C8H15NO", "method": "wB97M-V/def2-TZVPD", "e_lumo_ev": [-1.25, -1.25], "total_energy_ev": -12072.2339, "largest_force_ev_per_a": 2.6, "spin_multiplicity": 1, "de_lowest_kcal_mol": 122.2, "charge": 0, "species": ["C", "C", "C", "C", "C", "C", "C", "C", "N", "O", "H", "H", "H", "H", "H", "H", "H", "H", "H", "H", "H", "H", "H", "H", "H"], "coordinates": [[1.022, 0.002, -0.599], [0.182, -1.379, -0.118], [-0.396, 0.859, -0.487], [1.836, 0.768, 0.220], [-2.375, -0.851, -0.280], [-0.885, 1.312, -1.845], [1.989, 0.823, 1.693], [-1.012, -0.432, 0.291], [0.575, -2.134, 0.995], [-0.981, -0.242, 1.608], [1.320, -0.010, -1.645], [0.002, -1.930, -1.045], [-0.391, 1.663, 0.246], [2.470, 1.472, -0.317], [0.130, -1.488, 1.844], [1.541, -2.434, 0.983], [-3.114, -0.086, -0.042], [-2.667, -1.780, 0.208], [-2.348, -1.018, -1.358], [1.807, 1.840, 2.058], [-0.249, 2.102, -2.249], [-0.902, 0.495, -2.568], [-1.902, 1.695, -1.749], [3.036, 0.589, 1.943], [1.311, 0.164, 2.214]]}

Copy entry 5 word for word.
{"formula": "C8H15N3O", "method": "wB97M-V/def2-TZVPD", "e_lumo_ev": 0.80, "total_energy_ev": -15055.2290, "largest_force_ev_per_a": 4.4, "spin_multiplicity": 1, "de_lowest_kcal_mol": 27.1, "smiles": "CC(C)[C@@H]1N=CNC(=O)N[C@H]1C", "charge": 0, "species": ["C", "C", "C", "C", "N", "C", "N", "C", "O", "N", "C", "C", "H", "H", "H", "H", "H", "H", "H", "H", "H", "H", "H", "H", "H", "H", "H"], "coordinates": [[-2.030, -1.239, 1.180], [-1.657, -0.107, -0.048], [-2.339, -0.633, -1.307], [-0.173, -0.020, -0.353], [0.324, -1.455, -0.340], [1.456, -1.926, -0.409], [2.631, -1.197, -0.360], [2.921, 0.179, -0.104], [4.046, 0.627, -0.290], [1.929, 0.941, 0.423], [0.524, 1.082, 0.661], [0.226, 2.548, 0.331], [-1.909, -0.749, 2.097], [-3.009, -1.506, 1.130], [-1.494, -2.162, 1.082], [-1.975, 0.871, 0.389], [-2.517, -1.692, -1.282], [-3.186, -0.099, -1.407], [-1.773, -0.273, -2.281], [-0.138, 0.449, -1.398], [1.559, -2.944, -0.685], [3.399, -1.814, -0.445], [2.381, 1.825, 0.759], [0.215, 0.727, 1.764], [0.689, 2.840, -0.534], [0.720, 3.048, 1.163], [-0.817, 2.680, 0.266]]}